P | The following is a quantum chemistry calculation of a cluster of 6 separate species, H11O5S in total, from OMol25.

Results
HOMO energy, Eh: -0.1500
Frontier orbital gap, Eh: 0.2833
LUMO energy, eV: 3.63

```
! wB97M-V def2-TZVPD RIJCOSX def2/J DEFGRID3
* xyz -1 1
S 0.776 1.368 -0.785
H 0.570 2.262 0.173
H -0.429 -1.835 0.866
H 0.670 -2.875 0.321
O 0.382 -2.323 1.051
H -2.502 0.149 1.224
H -1.206 0.399 0.454
O -1.613 -0.195 1.106
H -2.323 1.962 -0.759
H -1.758 0.989 -1.645
O -2.525 1.059 -1.047
H 1.021 0.356 1.471
H 2.098 1.338 1.485
O 1.748 0.643 2.054
H 0.351 -1.522 -0.868
H 1.060 -1.114 -2.102
O 0.701 -1.907 -1.686
*
```

---

Q | The following is a quantum chemistry calculation of a cluster of 6 separate species, H11O5S in total, from OMol25.

Results
HOMO energy, Eh: -0.1474
Frontier orbital gap, Eh: 0.2686
LUMO energy, eV: 3.30

```
! wB97M-V def2-TZVPD RIJCOSX def2/J DEFGRID3
* xyz -1 1
S 0.802 1.340 1.346
H 0.697 0.020 1.124
H 2.570 -0.439 3.204
H 1.512 -1.365 2.713
O 2.095 -1.243 3.473
H -0.335 1.602 -3.083
H -0.748 0.358 -3.743
O -0.483 1.257 -3.976
H 0.080 -0.324 -0.627
H 0.987 -1.357 -1.280
O 0.060 -1.105 -1.223
H -0.605 1.870 -0.490
H -0.539 3.164 -1.241
O -1.172 2.462 -1.034
H -1.756 -2.791 0.615
H -2.107 -3.913 -0.426
O -1.993 -3.716 0.506
*
```

---

Most stable structure among those shown: Q.